DFT (ωB97M-V/def2-TZVPD) results for an isolated molecule of C5H10O.

Properties
HOMO level (alpha / beta) (eV): -8.35 / -8.19

XYZ file:
```
16
Properties=species:S:1:pos:R:3:forces:R:3
C -0.26098 0.15738 -2.31416 0.0 0.1 0.0
C -0.17390 -0.58852 -0.99310 -0.1 -0.2 -0.1
C 0.41782 0.48014 0.10420 0.2 -0.3 0.2
O -0.22820 1.58808 0.15730 0.0 0.1 0.0
C 0.52989 -0.35794 1.27123 -0.1 0.2 0.0
C -0.18310 0.08648 2.46084 0.1 -0.1 0.0
H -0.83625 -0.42228 -3.04435 0.1 0.1 0.1
H -0.74812 1.11949 -2.13996 0.0 -0.1 -0.1
H 0.73642 0.34400 -2.72842 -0.1 0.0 0.1
H 0.46132 -1.47830 -1.06593 -0.1 0.1 0.0
H -1.17081 -0.88938 -0.65630 0.1 0.1 0.0
H 1.48658 0.50353 -0.28246 0.0 0.0 0.0
H 1.11576 -1.27618 1.24162 -0.1 0.1 0.0
H -1.20826 0.34391 2.14242 0.1 0.0 0.0
H -0.16182 -0.58224 3.32110 0.0 0.1 -0.2
H 0.21693 1.08568 2.70443 -0.1 -0.1 0.0
```
Positions in Å, forces in eV/Å.

Atom charges from the natural (NBO) analysis, given in e for atoms 1 to 8: -0.618 -0.347 0.021 -0.764 0.164 -0.733 0.210 0.249



DFT (ωB97M-V/def2-TZVPD) results for an isolated molecule of C5H10O.

Properties
HOMO level (eV): -8.78
SMILES string: C=COC(C)C

XYZ file:
```
16
Properties=species:S:1:pos:R:3:forces:R:3
C 2.05703 0.50320 0.96882 0.1 0.1 0.0
C 1.67469 -0.71098 0.59455 0.1 0.2 0.2
O 0.66956 -0.98801 -0.25641 -0.1 0.1 0.3
C -0.31916 0.00105 -0.62812 -0.2 0.1 -0.1
C -1.41291 -0.91353 -1.14623 -0.1 0.0 -0.1
C -0.92926 0.95161 0.42440 0.1 -0.1 0.1
H 1.63882 1.37137 0.48032 0.1 0.0 0.3
H 2.75124 0.64253 1.78213 0.3 0.0 -0.2
H 2.15189 -1.62699 0.94792 -0.2 0.2 0.0
H 0.11843 0.62051 -1.42489 -0.1 -0.2 0.0
H -2.23351 -0.36879 -1.61671 0.1 0.0 0.0
H -1.79929 -1.47336 -0.28643 0.0 0.0 -0.2
H -0.97892 -1.62691 -1.84887 -0.2 0.1 0.0
H -0.27336 1.73682 0.80373 0.0 -0.2 -0.1
H -1.76347 1.46253 -0.07673 0.2 -0.2 0.1
H -1.35177 0.41894 1.28252 0.2 -0.1 -0.1
```
Positions in Å, forces in eV/Å.

Atom charges from the natural (NBO) analysis, given in e for atoms 1 to 8: -0.553 0.168 -0.517 0.093 -0.610 -0.639 0.195 0.213